Here is a 2-piece molecular cluster, C4H8NS overall from the OMol25 dataset. Energies are from wB97M-V/def2-TZVPD.

The value obtained for the energy relative to the best compared isomer or geometry (same formula, charge and spin) is 142.1 kcal/mol. The HOMO-LUMO gap comes out at 8.37 eV. The value obtained for the highest occupied orbital energy is -12.7 eV. The value obtained for the largest force on an atom is 0.053 hartree/bohr. The charge is +1.

XYZ file:
```
14
Properties=species:S:1:pos:R:3:forces:R:3:nbo_charge:R:1
C 2.6504 -0.7583 0.3509 1.1 0.0 0.7 -0.35
C 2.5590 0.4428 0.2143 -1.0 -1.4 -0.6 -0.15
C -1.4900 -0.5926 0.4020 -1.8 -0.7 -0.4 -0.30
C -0.0966 0.3920 -0.9730 -0.3 0.4 0.6 -0.53
N -1.5055 0.7268 -0.3046 2.2 1.4 -0.2 -0.58
S -0.2212 -1.3991 -0.6907 -1.2 1.2 -0.9 0.57
H 3.0354 -1.7160 0.6154 0.1 -0.1 0.0 0.26
H 0.9182 -1.7092 0.0444 -0.2 0.8 0.3 0.17
H 1.9795 1.1856 -0.2619 0.3 1.2 0.1 0.25
H -1.1078 -0.5369 1.4034 0.1 0.3 0.4 0.27
H -2.5121 -1.0784 0.3697 1.4 0.4 0.0 0.27
H -0.0176 0.8346 -1.9698 -0.2 -0.7 0.0 0.23
H -2.1719 0.8427 -1.0821 -0.3 -0.3 0.9 0.44
H -1.4393 1.6633 0.2694 -0.3 -2.5 -1.1 0.46
```
Forces are in eV/Å.

=====

Here is an isolated ion of composition C4H8NS2 and charge +1 from the OMol25 dataset. Energies are from wB97M-V/def2-TZVPD.

The value obtained for the energy relative to the best compared isomer or geometry (same formula, charge and spin) is 70.5 kcal/mol. The HOMO-LUMO gap comes out at 8.61 eV. The value obtained for the highest occupied orbital energy is -12.6 eV. The value obtained for the largest force on an atom is 0.114 hartree/bohr. The charge is +1.

XYZ file:
```
15
Properties=species:S:1:pos:R:3:forces:R:3:nbo_charge:R:1
C -1.0675 0.5914 0.6031 0.8 0.7 0.5 -0.26
C 0.1652 1.4330 0.2339 1.1 2.1 1.1 -0.56
C -0.3654 -1.5959 0.0680 1.3 0.5 0.3 0.02
C 1.8191 -0.8871 -0.1294 -4.5 3.0 2.2 -0.73
N -1.1173 -0.5627 -0.2346 0.9 -0.8 1.7 -0.53
S 1.4004 0.6880 -0.8803 -0.1 -1.8 1.4 0.72
S 0.9208 -1.4808 1.3134 -0.2 0.6 -1.9 0.36
H -1.0717 0.4067 1.7043 -0.3 -0.2 -1.2 0.26
H -1.9260 1.1026 0.2574 -1.0 1.1 0.5 0.23
H -0.1412 2.3282 -0.3427 0.2 -0.4 0.1 0.26
H 0.7088 1.8586 1.0969 -0.4 -0.5 -0.1 0.27
H -0.4510 -2.4177 -0.5813 0.2 -1.2 -0.6 0.24
H 2.5474 -1.4275 -0.5407 2.7 -1.9 -1.8 0.23
H -1.6537 -0.4727 -1.0576 -0.7 -0.6 -1.0 0.43
H 0.2323 0.4361 -1.5103 0.0 -0.6 -1.3 0.06
```
Forces are in eV/Å.

=====

Here is C4H8O as an isolated structure from the OMol25 dataset. Energies are from wB97M-V/def2-TZVPD.

The value obtained for the energy relative to the best compared isomer or geometry (same formula, charge and spin) is 230.6 kcal/mol. The HOMO-LUMO gap comes out at 4.76 eV. The value obtained for the highest occupied orbital energy is -7.3 eV. The value obtained for the largest force on an atom is 0.047 hartree/bohr.

XYZ file:
```
13
Properties=species:S:1:pos:R:3:forces:R:3:nbo_charge:R:1
C 0.1053 1.0909 0.1787 1.0 -1.9 1.1 -0.11
C 0.2460 -0.2884 -0.2049 0.5 -0.2 0.9 -0.12
C -0.8578 -1.2291 0.1558 0.6 -0.2 0.8 -0.67
C 1.3604 -0.9710 -1.1906 -0.4 -0.3 -1.3 -1.03
O -0.8441 1.4604 1.0479 -0.6 0.2 -1.2 -0.52
H -0.8448 1.3346 -0.5049 0.2 0.2 0.4 0.48
H 1.0060 1.6917 0.1477 0.1 0.5 -0.5 0.21
H -1.7787 -0.7987 -0.2684 -0.1 -0.9 0.4 0.24
H -0.5046 -2.2143 -0.1642 -0.8 0.3 -0.7 0.26
H -0.8972 -1.3681 1.2626 -0.5 0.7 -0.4 0.23
H 1.2717 -0.8739 0.1989 -0.1 1.2 -1.4 0.50
H 2.4346 -1.0511 -0.9920 0.0 0.4 0.5 0.24
H 1.2737 -0.4077 -2.1800 0.1 0.0 1.5 0.29
```
Forces are in eV/Å.

=====

Here is one molecule with the formula C4H8O from the OMol25 dataset. Energies are from wB97M-V/def2-TZVPD.

The value obtained for the energy relative to the best compared isomer or geometry (same formula, charge and spin) is 15.2 kcal/mol. The HOMO-LUMO gap comes out at 10.74 eV. The value obtained for the highest occupied orbital energy is -9.7 eV. The value obtained for the largest force on an atom is 0.034 hartree/bohr. The SMILES is CC(C)C=O.

XYZ file:
```
13
Properties=species:S:1:pos:R:3:forces:R:3:nbo_charge:R:1
C -0.6412 1.3405 0.5436 0.3 -1.3 -1.0 0.44
C 0.0517 -0.0043 0.3532 -1.3 -0.9 0.8 -0.31
C -0.9317 -0.9253 -0.4472 0.5 1.1 0.3 -0.59
C 1.4867 -0.0300 -0.1728 -1.0 0.7 0.2 -0.61
O -0.6069 2.1490 -0.3386 0.0 1.0 0.0 -0.52
H -1.3210 1.4464 1.4090 0.1 0.1 0.2 0.11
H -0.0166 -0.5360 1.3120 0.6 0.4 0.3 0.19
H -1.8094 -1.0724 0.1811 0.0 -0.5 -0.1 0.21
H -1.2889 -0.4753 -1.3738 0.3 -0.1 -0.2 0.21
H -0.3289 -1.8166 -0.6066 -0.6 -0.4 -0.2 0.21
H 1.5026 0.0274 -1.2594 0.1 0.0 0.0 0.22
H 1.9738 0.8587 0.2314 0.5 -0.3 -0.1 0.22
H 1.9298 -0.9621 0.1682 0.4 0.1 -0.1 0.21
```
Forces are in eV/Å.

=====

Here is one molecule with the formula C4H8O from the OMol25 dataset. Energies are from wB97M-V/def2-TZVPD.

The value obtained for the energy relative to the best compared isomer or geometry (same formula, charge and spin) is 98.6 kcal/mol. The HOMO-LUMO gap comes out at 10.48 eV. The value obtained for the highest occupied orbital energy is -9.4 eV. The value obtained for the largest force on an atom is 0.181 hartree/bohr. The SMILES is C=CCOC.

XYZ file:
```
13
Properties=species:S:1:pos:R:3:forces:R:3:nbo_charge:R:1
C -1.6758 0.7654 0.0352 1.5 4.2 1.4 -0.30
C -0.0947 -0.6926 0.0537 6.4 -5.3 4.3 -0.09
C 1.1027 0.0828 -0.4619 0.1 -0.6 -3.1 -0.24
C 2.2197 0.2557 0.2483 2.3 2.6 -1.5 -0.38
H -0.9875 1.5515 -0.5763 -1.0 -2.5 0.7 0.18
H -2.6498 1.0768 -0.2795 -0.9 -0.7 0.0 0.20
H -1.4597 1.2724 1.0947 -0.7 -1.5 -1.6 0.16
H 0.1416 -1.7770 -0.3629 -0.2 1.7 1.1 0.19
H -0.0879 -0.6963 1.2290 2.3 -0.3 -1.2 0.15
H 1.1703 0.0401 -1.6509 -0.1 0.9 2.5 0.21
H 3.2494 0.8395 -0.1079 -3.0 -2.0 0.1 0.21
H 2.3385 0.1152 1.2904 -0.6 -0.3 1.0 0.20
O -1.3783 -0.6112 0.0140 -6.1 3.9 -3.9 -0.50
```
Forces are in eV/Å.

=====

Here is one molecule with the formula C4H8O from the OMol25 dataset. Energies are from wB97M-V/def2-TZVPD.

The value obtained for the energy relative to the best compared isomer or geometry (same formula, charge and spin) is 39.6 kcal/mol. The HOMO-LUMO gap comes out at 10.29 eV. The value obtained for the highest occupied orbital energy is -9.4 eV. The value obtained for the largest force on an atom is 0.077 hartree/bohr. The SMILES is C=CCCO.

XYZ file:
```
13
Properties=species:S:1:pos:R:3:forces:R:3:nbo_charge:R:1
C -0.3139 -0.2441 -1.4336 -2.9 -1.8 0.8 -0.05
C -0.3176 -0.5954 0.0844 0.7 2.2 -1.2 -0.46
C 0.5323 0.4018 0.8905 -0.6 -0.3 0.1 -0.18
C -0.0426 0.8298 2.0139 -1.0 0.7 1.0 -0.41
H 1.4007 -0.5493 -2.3205 -1.2 1.9 0.9 0.47
H -1.0318 0.5393 -1.6148 -0.5 0.4 0.2 0.17
H -0.7801 -1.1516 -1.9519 0.9 1.0 0.2 0.15
H -1.3715 -0.7075 0.4148 0.8 0.2 0.1 0.21
H 0.2242 -1.4759 0.2263 0.5 -2.0 0.0 0.20
H 1.6090 0.6146 0.5272 -2.0 -0.3 0.8 0.23
H -1.1199 0.6384 2.3294 1.4 -0.3 -1.0 0.19
H 0.3594 1.4743 2.7889 0.8 0.1 -0.4 0.19
O 0.8520 0.2256 -1.9547 3.1 -1.8 -1.6 -0.71
```
Forces are in eV/Å.

=====

Here is one molecule with the formula C4H8O from the OMol25 dataset. Energies are from wB97M-V/def2-TZVPD.

The value obtained for the energy relative to the best compared isomer or geometry (same formula, charge and spin) is 52.5 kcal/mol. The HOMO-LUMO gap comes out at 10.05 eV. The value obtained for the highest occupied orbital energy is -9.1 eV. The value obtained for the largest force on an atom is 0.096 hartree/bohr. The SMILES is C/C=C/CO.

XYZ file:
```
13
Properties=species:S:1:pos:R:3:forces:R:3:nbo_charge:R:1
C 1.7323 -1.2419 -0.1621 1.4 1.4 0.3 -0.66
C -1.6501 0.7480 0.3989 0.9 1.4 -4.7 -0.12
O -1.2465 2.0394 -0.1755 0.3 0.4 0.6 -0.75
C -0.4672 -0.1723 0.5402 0.6 0.9 1.6 -0.23
C 0.6620 -0.1394 -0.1729 0.5 -0.9 -0.4 -0.19
H 2.6063 -1.1231 -0.8959 -2.0 -0.4 0.0 0.22
H 1.3028 -2.2314 -0.0952 0.2 -0.2 -0.2 0.22
H 2.3812 -1.0561 0.6896 -0.3 -0.3 0.9 0.22
H -2.0017 0.2160 -0.5209 -1.4 0.3 1.0 0.19
H -2.4557 1.1159 1.0387 0.6 -1.4 0.8 0.23
H -1.2014 2.0546 -1.1342 -0.1 -0.4 0.1 0.47
H -0.6044 -0.8418 1.3712 0.2 -1.0 -0.1 0.20
H 0.9423 0.6321 -0.8818 -0.7 0.3 0.1 0.20
```
Forces are in eV/Å.

=====

Here is one molecule with the formula C4H8O from the OMol25 dataset. Energies are from wB97M-V/def2-TZVPD.

The value obtained for the energy relative to the best compared isomer or geometry (same formula, charge and spin) is 134.1 kcal/mol. The HOMO-LUMO gap comes out at 7.88 eV. The value obtained for the highest occupied orbital energy is -8.1 eV. The value obtained for the largest force on an atom is 0.099 hartree/bohr.

XYZ file:
```
13
Properties=species:S:1:pos:R:3:forces:R:3:nbo_charge:R:1
C -1.5621 1.1531 -0.6652 2.5 -1.7 0.3 -0.68
C -0.6852 -0.1555 -0.5593 -0.5 0.3 3.6 -0.18
C 0.4257 -0.1048 0.3653 -3.4 -2.7 -2.6 0.00
O 0.4862 0.8943 1.2646 0.9 1.6 -0.3 -0.62
C 1.3757 -1.2369 0.5822 0.0 -1.2 0.3 -0.65
H -0.4969 1.3644 -0.9316 -1.5 3.1 -1.1 0.26
H -2.3404 1.2079 -1.4016 0.3 -0.4 -0.9 0.22
H -1.9261 1.7160 0.1914 0.6 -0.5 0.5 0.24
H -1.0835 -1.0847 -0.9309 0.7 -0.2 -0.8 0.22
H 1.0557 0.8269 0.0579 0.2 1.5 0.6 0.49
H 2.0566 -0.8922 1.3695 0.0 -0.4 -0.3 0.24
H 0.7685 -2.0715 0.9639 0.5 0.0 0.1 0.22
H 1.9257 -1.6170 -0.3062 -0.4 0.5 0.5 0.23
```
Forces are in eV/Å.

=====

Here is one molecule with the formula C4H8O from the OMol25 dataset. Energies are from wB97M-V/def2-TZVPD.

The value obtained for the energy relative to the best compared isomer or geometry (same formula, charge and spin) is 27.2 kcal/mol. The HOMO-LUMO gap comes out at 10.99 eV. The value obtained for the highest occupied orbital energy is -10.0 eV. The value obtained for the largest force on an atom is 0.008 hartree/bohr. The SMILES is CC1(O)CC1.

XYZ file:
```
13
Properties=species:S:1:pos:R:3:forces:R:3:nbo_charge:R:1
C 1.3066 0.7915 0.0840 0.0 0.0 0.1 -0.62
C 0.1694 -0.2112 0.0587 0.0 0.2 -0.2 0.23
O 0.6825 -1.5229 0.1384 0.0 -0.2 0.1 -0.71
C -0.9267 0.0147 -0.9326 0.0 0.0 -0.2 -0.43
C -1.2694 -0.1676 0.5223 0.0 0.1 0.2 -0.45
H 1.0005 1.8381 -0.0037 -0.1 -0.2 0.1 0.21
H 1.9060 0.5482 -0.8027 0.0 0.1 0.2 0.22
H 1.9642 0.6769 0.9526 -0.2 0.0 0.0 0.21
H 0.7037 -1.7155 1.0865 0.1 -0.2 -0.3 0.47
H -1.0047 1.0391 -1.2919 0.1 -0.2 -0.1 0.21
H -1.1562 -0.7503 -1.6652 -0.1 0.0 0.2 0.22
H -1.7466 0.6253 1.0891 0.3 0.1 -0.1 0.22
H -1.6292 -1.1665 0.7646 0.0 0.3 0.1 0.22
```
Forces are in eV/Å.

=====

Here is one molecule with the formula C4H8O from the OMol25 dataset. Energies are from wB97M-V/def2-TZVPD.

The value obtained for the energy relative to the best compared isomer or geometry (same formula, charge and spin) is 40.0 kcal/mol. The HOMO-LUMO gap comes out at 10.15 eV. The value obtained for the highest occupied orbital energy is -9.0 eV. The value obtained for the largest force on an atom is 0.054 hartree/bohr. The SMILES is C=COCC.

XYZ file:
```
13
Properties=species:S:1:pos:R:3:forces:R:3:nbo_charge:R:1
C 1.5107 0.3300 -0.5017 0.8 -0.5 2.0 -0.64
C 0.7937 -0.4853 0.5707 0.5 0.4 1.7 -0.06
C -1.4055 -0.6404 -0.2944 0.5 0.0 -1.1 0.14
C -1.7186 0.5831 0.1658 -1.1 -0.8 -0.3 -0.57
H 2.2903 0.8544 0.0560 0.4 0.0 -0.4 0.21
H 0.8969 1.0923 -0.9158 -0.7 0.3 -0.7 0.22
H 1.9358 -0.3731 -1.2047 0.1 0.2 -0.4 0.22
H 0.2804 0.1639 1.3334 0.8 -0.5 -0.6 0.17
H 1.5494 -1.0971 1.2316 -1.6 0.6 -1.7 0.19
H -2.0871 -1.1691 -1.0996 1.7 0.8 2.0 0.21
H -1.1243 1.1521 0.9141 -0.9 -0.3 -1.0 0.21
H -2.7308 0.8661 -0.1977 1.0 0.4 0.7 0.22
O -0.1910 -1.2770 -0.0575 -1.3 -0.7 -0.2 -0.52
```
Forces are in eV/Å.